# 1
C23H35CaClF3LiMgN3O10PS2 | ωB97M-V/def2-TZVPD

Last column: Mulliken charge in e.
Positions of all 81 atoms, in Å:
Ca 1.849628 4.469442 2.708678  1.34
Cl -6.409418 -1.811301 1.048391  -0.37
S 0.801542 3.428152 -0.184605  -0.48
S 2.551602 1.375404 2.959232  1.24
P 1.193102 1.500621 -0.065640  0.65
Mg -9.824574 0.956797 -1.666146  0.71
F 0.915876 2.505832 5.840657  -0.84
F 3.017641 1.441176 4.447128  -0.10
F -3.215860 -0.086726 6.117998  -0.86
O -1.533388 0.224987 0.199553  -0.70
O 0.746520 7.603372 3.083097  -0.73
O 2.382247 -0.301048 -3.040764  -0.62
O 3.419277 0.516290 2.284760  -0.45
O 2.684424 2.765041 2.444231  -0.61
O -8.548279 2.541925 -0.722775  -0.59
O -9.535655 2.396640 1.179761  -0.56
O 0.723635 -1.523762 -2.869213  -0.52
O -9.040242 0.593023 0.112948  -0.51
O 0.458515 0.204845 5.004079  -0.39
N -9.046141 1.858328 0.214313  1.17
N 3.436076 -1.197328 -3.247192  0.11
N -1.743653 -1.520060 4.599143  -0.29
C -0.970346 0.044230 1.252344  0.76
C -4.723472 -0.086936 0.633068  -0.53
C 0.915693 0.683721 2.713725  0.48
C 3.435810 -1.856294 -4.567420  1.50
C 2.632037 -2.718939 -1.414974  -2.02
C 0.129966 0.041634 3.882499  -0.10
C 0.404175 0.720647 1.458913  -0.20
C 4.627899 -1.244298 -5.323691  -1.76
C 3.788507 -1.923357 -2.041780  2.31
C -1.126827 -0.803152 3.598004  0.66
C -1.622948 -0.778522 2.326391  -0.47
C 0.370095 8.827930 2.652272  -0.66
C -2.903846 -1.537047 1.866178  -1.60
C -4.304501 0.163079 3.092285  -0.23
C 4.962859 -2.866648 -2.353492  -1.58
C 4.305051 -0.927393 -0.995341  -1.35
C -5.979503 1.619430 2.026553  -0.24
C -5.741317 1.015269 0.788162  -0.39
C 4.710045 -3.847720 -3.502091  -0.70
C -5.276308 1.206715 3.211630  -0.70
C 2.188348 -1.638151 -5.427390  -1.72
C -4.028414 -0.460938 1.838101  0.90
C 3.617253 -3.381485 -4.462648  -1.23
Li -3.900699 1.280639 7.460361  0.90
H 2.309683 -2.121688 -6.399890  0.40
H 1.178396 9.504967 2.293884  0.20
H 2.003081 -0.581717 -5.620479  0.38
H 1.664325 -1.043283 -2.840107  0.31
H -3.154243 -2.380613 2.533055  0.47
H 5.252298 -3.428340 -1.460674  0.56
H -2.674009 -1.884998 0.836659  0.30
H 1.805514 -2.064547 -1.126002  0.36
H -4.501222 -0.558753 -0.334980  0.42
H -6.286959 1.384050 -0.114071  0.34
H -5.411862 1.664650 4.198059  0.31
H 4.501385 -0.166881 -5.441536  0.41
H 0.829208 -2.496362 -2.909366  0.43
H -2.041406 -2.412817 4.210621  0.28
H 0.550743 0.921617 -1.195877  0.08
H 1.297865 -2.064500 -4.958208  0.38
H -3.761271 -0.128388 4.018095  0.40
H 4.729372 -1.676569 -6.325971  0.39
H 4.429419 -4.826304 -3.102089  0.34
H -0.146658 9.475669 3.393772  0.18
H 2.967286 -3.227447 -0.507048  0.46
H 4.698984 -1.469374 -0.129974  0.44
H -0.340792 8.863566 1.795560  0.19
H 2.671445 -3.833033 -4.144913  0.27
H 5.838291 -2.261836 -2.607281  0.39
H 5.105460 -0.291059 -1.375996  0.52
H 2.566217 1.177712 -0.196807  0.05
H -1.088962 -1.756997 5.344172  0.26
H 5.644617 -4.007711 -4.045129  0.38
H 3.502078 -0.277786 -0.640099  -0.47
H 0.152221 -1.254992 -2.118369  0.36
H 2.230287 -3.485366 -2.083084  0.32
H -6.697899 2.447120 2.146763  0.34
H 5.570649 -1.408983 -4.798927  0.32
H 3.813996 -3.803055 -5.453082  0.56

Cartesian forces, eV/Å:
-3.243 5.645 0.804
-0.364 -0.415 -0.297
0.171 0.279 0.693
1.172 0.691 1.063
-0.982 0.679 -0.535
0.699 -0.221 -0.501
0.259 0.712 -1.232
-1.224 -0.056 -1.613
-1.106 1.668 1.605
0.329 0.043 -0.948
0.619 -1.781 0.142
2.874 1.758 0.265
0.991 -1.453 -0.628
0.911 -4.618 0.714
-0.551 -0.624 -1.399
0.208 -0.178 -0.025
-7.762 -4.568 0.234
-0.492 -0.926 -0.792
1.104 -0.297 0.908
0.289 1.842 2.899
0.934 0.079 -0.237
2.195 -0.745 -0.723
-0.766 -0.485 1.500
-1.617 1.274 2.017
-1.287 0.223 -0.185
0.750 -0.189 -0.653
0.075 -0.232 0.709
-1.254 -0.371 -0.033
0.962 -0.488 0.579
0.163 -0.194 -0.455
0.549 -0.169 0.131
0.186 0.385 -1.484
0.422 -0.061 -0.833
-0.246 1.066 -0.741
0.557 1.588 -0.478
-0.650 0.632 -0.604
0.225 -0.046 -0.279
-0.131 -0.002 0.324
0.590 -0.293 0.733
1.253 -0.629 -0.346
0.049 -0.130 0.037
0.831 -1.237 -1.709
-0.257 0.277 0.186
0.033 0.306 0.664
0.008 -0.181 0.201
0.944 -1.436 -1.482
0.160 -0.087 0.146
0.308 -0.242 0.066
-0.018 -0.010 0.164
2.930 3.510 -0.334
0.046 0.431 -0.425
-0.176 0.151 0.084
-0.475 -0.065 0.656
0.457 -0.159 0.344
-0.049 0.547 0.597
0.611 -0.479 0.883
-0.161 -0.099 -0.593
-0.101 -0.032 0.133
-0.664 0.533 0.293
-0.551 0.294 0.143
0.405 -0.282 0.750
0.077 0.089 -0.267
-0.373 0.112 -0.661
-0.027 -0.002 0.025
0.012 0.023 -0.048
0.028 -0.357 0.385
0.026 -0.025 -0.067
-0.082 0.016 -0.011
-0.043 -0.380 -0.049
-0.116 0.100 -0.049
-0.170 0.178 0.044
-0.108 -0.109 -0.227
-0.535 -0.201 0.443
-0.423 0.692 0.314
-0.033 0.030 0.037
0.144 -0.195 -0.103
0.180 -0.608 -0.552
0.157 -0.120 0.007
0.319 -0.539 -0.399
-0.086 -0.026 0.087
-0.087 0.190 -0.009

Properties
**Maximum force**: 9.009 eV/A
**Lowest unoccupied orbital energy**: -3.95 eV
**Charge**: 0

***

# 2
C23H35Cl2N4O7PTa | ωB97M-V/def2-TZVPD

Last column: Mulliken charge in e.
Positions of all 73 atoms, in Å:
Ta -0.258914 0.690027 0.043821  0.11
Cl 3.915085 1.164366 -6.126207  -0.11
Cl 1.471405 -2.363711 -2.881425  -0.10
P 1.965552 0.098739 1.331129  0.19
O -1.366239 4.149112 2.147737  -0.44
O 0.278192 -2.343084 1.177968  -0.56
O 0.584371 0.116317 -1.462029  0.90
O -2.374497 0.291154 -1.058651  -0.86
O -3.165393 -4.400844 -0.967592  -0.48
O -0.704370 2.225116 1.180395  -0.95
O 0.527229 2.569945 -1.002303  -0.68
N -1.471234 -3.408447 0.147292  0.11
N -1.295705 -1.091716 0.187679  0.71
N -2.917119 1.029640 1.964046  -0.25
N -2.669104 2.361976 2.290953  -0.36
C 0.872088 0.574397 3.875335  -1.16
C -1.556313 2.922932 1.859156  0.67
C 2.651418 -0.459088 -4.403739  -0.48
C -0.767438 -2.331725 0.561367  0.14
C 2.948749 0.858697 -4.756647  -0.01
C 1.860216 -0.747614 -3.293502  0.68
C 3.890937 -1.944541 1.310861  -1.47
C 2.878054 1.684786 1.314238  0.00
C -0.162390 4.860257 1.705883  -0.51
C 1.386091 0.307655 -2.537957  -0.16
C -2.319647 -0.903792 -0.668431  0.67
C 2.453049 1.919067 -4.004718  -1.22
C -4.497940 -2.088758 1.209880  -1.13
C -3.473546 -1.991480 -2.576459  -1.21
C 1.668062 1.641669 -2.881950  1.10
C 1.752366 -0.377281 3.068907  -0.64
C -2.195534 -2.124446 -3.393516  -1.00
C 1.150733 2.705676 -2.079023  -0.37
C -4.573595 -1.831330 -0.288965  -1.11
C -2.648213 -3.377509 -0.646770  -0.49
C 4.337599 1.552352 1.762550  -1.36
C 2.947924 -1.132106 0.417686  -0.26
C -3.225347 -2.015950 -1.054672  2.17
H 1.382900 1.508623 4.110048  0.35
H -3.694008 -1.525048 1.692481  0.16
H -1.122319 -4.330705 0.389133  0.34
H -3.336462 2.928815 2.806331  0.27
H 2.252923 -1.797724 -0.087994  0.19
H -4.152031 -2.816280 -2.792967  0.56
H -1.680201 -3.064135 -3.184432  0.29
H -0.232758 5.824584 2.194824  0.33
H -0.062039 0.810277 3.354126  0.13
H 4.922288 0.961431 1.059693  0.35
H 2.333753 2.369987 1.970356  0.12
H -0.198176 4.958764 0.624937  0.27
H 1.358664 -1.392537 3.075495  0.46
H 3.331343 -2.625492 1.949273  0.36
H 1.336252 3.729070 -2.421545  0.48
H -3.061672 0.502659 2.821084  0.33
H 0.601637 0.106444 4.819920  0.44
H 2.827212 2.101537 0.304385  0.29
H -2.426975 -2.116066 -4.456534  0.53
H 2.761110 -0.417950 3.488212  0.69
H -1.504119 -1.295462 -3.206609  0.04
H 4.785541 2.543280 1.815379  0.44
H 4.423497 1.103823 2.751284  0.36
H -3.763296 0.977293 1.402432  0.32
H 3.032788 -1.272783 -5.007659  0.52
H 4.542436 -2.543499 0.676842  0.46
H -5.271389 -2.531805 -0.748514  0.46
H -3.996929 -1.064237 -2.813894  0.48
H 4.526812 -1.318379 1.934186  0.34
H 0.714623 4.313551 2.039754  0.18
H 3.502570 -0.574217 -0.343775  0.59
H -4.937884 -0.825912 -0.513006  0.47
H -4.328380 -3.143445 1.427199  0.37
H 2.672574 2.939583 -4.290810  0.53
H -5.436871 -1.814505 1.688042  0.45

Cartesian forces, eV/Å:
-0.602 0.661 -1.027
0.001 -0.005 0.000
0.032 0.015 0.029
-0.359 -0.071 0.149
-0.036 0.001 0.082
-0.096 -0.120 0.017
0.648 -0.759 -0.392
0.632 0.380 0.490
-0.012 0.026 -0.001
-0.100 0.272 0.169
-0.579 -0.459 0.374
-0.142 0.084 -0.048
0.319 -0.014 0.409
-0.004 -0.087 0.015
0.036 0.144 -0.055
-0.038 0.046 0.003
-0.028 -0.115 0.053
-0.017 0.057 0.031
0.079 -0.177 -0.032
-0.022 0.062 0.030
-0.014 0.059 -0.001
0.021 -0.003 0.004
-0.030 0.044 -0.014
-0.026 -0.002 -0.009
-0.163 0.337 -0.091
0.122 -0.041 0.116
-0.024 -0.138 -0.021
-0.014 -0.015 0.007
0.029 -0.005 -0.009
0.038 -0.121 -0.070
0.085 -0.033 -0.016
-0.026 0.002 -0.017
0.168 0.011 -0.159
0.000 0.024 -0.039
0.076 -0.043 -0.013
0.003 -0.005 0.018
0.035 0.032 -0.007
-0.038 0.045 -0.005
-0.027 0.010 -0.041
0.035 0.044 0.033
-0.005 0.006 0.021
0.008 0.004 0.007
-0.014 -0.010 -0.050
0.010 0.006 -0.002
-0.005 0.002 0.005
0.019 -0.005 -0.024
-0.004 -0.049 0.035
0.004 -0.018 0.003
-0.017 -0.009 -0.024
0.025 0.005 0.015
0.001 0.008 -0.057
-0.003 0.003 0.022
-0.004 -0.010 0.044
-0.006 -0.027 -0.010
0.034 0.019 0.027
0.019 -0.021 0.029
0.001 0.001 -0.020
-0.027 -0.046 0.037
-0.010 -0.012 0.003
0.007 0.006 -0.013
0.003 0.004 0.014
-0.003 -0.013 0.004
0.005 -0.006 -0.006
-0.006 -0.024 0.001
0.004 0.012 -0.004
0.001 -0.004 -0.009
0.015 0.002 -0.007
0.007 0.026 -0.004
-0.017 0.013 0.013
-0.012 -0.015 -0.007
0.003 -0.010 -0.001
0.012 0.019 -0.003
-0.008 -0.004 0.001

Properties
**Maximum force**: 1.362 eV/A
**Energy above the lowest of the compared OMol25 structures with the same formula, charge and spin**: 1.662 eV
**Lowest unoccupied orbital energy**: -11.12 eV
**Charge**: +3

***

# 3
C23H35F2I2N3O8 | ωB97M-V/def2-TZVPD

Last column: Mulliken charge in e.
Positions of all 73 atoms, in Å:
I -1.427812 3.073272 -3.348173  0.01
I -4.140469 1.080799 0.662859  0.05
F -5.383574 4.015408 -0.543611  -0.20
F -6.099556 4.768275 -4.988558  -0.19
O -3.921904 5.331662 -4.604547  -0.43
O 0.483371 -3.370541 2.034682  -0.30
O 0.638288 -3.155024 5.079231  -0.26
O 5.808442 0.396191 -0.734605  -0.49
O -6.783056 4.769720 -2.176958  -0.45
O 2.452400 -5.094544 3.582305  -0.49
O 3.725981 1.523260 1.173961  -0.25
O 2.947666 0.821740 -1.696865  -0.23
N -6.434376 -0.356023 -1.494616  -0.48
N -4.786721 3.721103 -3.024908  0.48
N -3.987572 2.157258 -6.098609  -0.51
C -0.085424 -3.741377 6.147545  -0.87
C 2.841436 1.562401 -2.901243  -0.86
C -2.258978 2.474745 -1.402754  0.17
C 2.050072 -3.239585 5.226411  -0.56
C 3.654176 0.844471 2.419237  -0.64
C 2.724943 -3.740158 3.948229  0.01
C -1.404082 2.967684 -0.116978  -1.11
C -5.039165 2.307295 -3.467442  0.94
C 4.993933 2.108960 0.911190  -0.52
C 3.687631 -0.385704 -1.827546  -0.57
C 1.065291 -2.652839 0.957087  -0.88
C 1.111670 -5.420270 3.205949  -0.26
C 0.600783 -4.781293 1.915282  -0.50
C -5.690234 4.167345 -1.949918  0.52
C -4.452327 2.144066 -4.979567  -0.43
C -7.165320 1.398350 -4.833774  -0.83
C -5.484347 0.189340 -2.024802  -0.19
C -3.441501 1.688659 -1.344369  -0.84
C 4.727061 -0.537449 -0.715699  -0.11
C 5.497383 1.770563 -0.491663  -0.25
C -6.629079 1.966172 -3.617960  -0.33
C -4.904126 4.642819 -4.209206  0.47
C -4.307696 1.162266 -2.589697  0.88
H 3.805935 -3.699461 4.113907  0.44
H -0.557114 2.214271 0.049093  0.30
H 1.260596 -5.062984 1.084913  0.30
H 5.193406 -1.519805 -0.838439  0.45
H 0.395761 -4.654784 6.515888  0.41
H 4.871320 3.191165 0.988659  0.38
H -7.082018 1.890649 -5.864627  0.30
H 0.430102 -5.245125 4.036350  0.05
H 6.439915 2.309003 -0.636926  0.43
H 2.414616 -2.230395 5.444866  0.39
H 4.826650 2.150518 -1.260176  0.03
H -7.653328 0.355382 -4.765292  0.27
H 2.855955 0.101802 2.355146  -0.05
H 1.997930 1.192733 -3.491091  0.28
H -7.391334 2.170206 -2.771855  0.40
H 3.764054 1.520563 -3.491615  0.40
H 2.534632 -3.071754 3.108073  -0.16
H 4.585682 0.322538 2.655729  0.43
H -2.045893 3.184594 0.803443  0.44
H 1.987413 -3.122196 0.602343  0.42
H 2.659131 2.606816 -2.640432  0.23
H -0.198564 -3.019591 6.961288  0.29
H -3.673809 0.480309 -3.285021  0.44
H 3.412158 1.554944 3.213053  0.35
H -0.884480 3.971526 -0.390315  0.31
H 4.258666 -0.559414 0.268658  -0.07
H 0.347300 -2.572727 0.137512  0.39
H 2.973890 -1.213237 -1.757088  0.36
H 1.310058 -1.649056 1.311048  0.17
H -0.396546 -5.170837 1.701300  0.38
H 4.187541 -0.450915 -2.800210  0.37
H 5.743156 1.798439 1.650328  0.34
H 1.110976 -6.504804 3.053618  0.43
H -1.075508 -4.012198 5.775784  0.24
H 2.332036 -3.890226 6.061563  0.35

Cartesian forces, eV/Å:
-0.552 -0.601 1.498
0.668 0.484 -1.311
0.300 -0.294 -4.189
2.466 -1.123 2.564
-5.219 -3.764 2.480
0.526 -0.003 -0.294
0.129 -0.474 0.249
-0.346 0.128 0.077
5.701 -2.939 0.950
-0.270 0.257 -0.017
0.312 -0.396 0.292
0.381 0.086 -0.352
5.524 2.813 -3.250
-1.344 0.933 0.233
-2.608 -0.243 6.089
-0.034 0.218 -0.214
-0.161 -0.051 0.252
-2.030 -1.364 1.046
-0.116 0.017 -0.444
-0.224 0.237 -0.276
0.102 0.013 0.000
0.220 0.728 -1.407
-1.591 -0.432 -2.894
-0.134 -0.180 -0.331
0.037 0.153 0.432
-0.331 0.012 0.293
0.040 -0.152 -0.002
0.075 0.113 0.372
-5.175 3.017 0.626
1.622 0.835 -3.203
1.030 0.413 1.776
-3.317 -0.958 2.072
2.199 1.443 -0.185
0.034 -0.105 0.009
0.148 0.037 -0.035
-0.754 -0.912 -2.161
3.527 3.910 -2.873
-0.718 -1.559 1.219
-0.045 -0.144 0.106
-1.378 0.960 0.026
0.009 0.117 0.077
0.072 0.091 -0.141
0.020 0.094 0.016
0.227 0.192 -0.064
1.167 -1.368 1.450
-0.099 0.256 -0.082
0.027 -0.149 0.120
0.259 -0.018 0.005
-0.245 -0.022 0.144
-0.649 2.453 0.072
-0.018 0.102 -0.018
0.064 0.058 -0.195
2.023 -1.355 -0.710
-0.069 -0.068 0.018
-0.245 0.062 0.114
0.034 0.034 0.001
0.849 -0.747 -1.402
-0.003 -0.052 -0.019
-0.084 -0.075 0.040
-0.011 -0.133 0.162
-0.965 1.414 1.167
0.069 -0.080 0.190
-0.940 -1.767 0.317
-0.199 0.159 -0.100
0.107 0.039 -0.193
0.137 -0.221 -0.006
-0.105 -0.033 -0.004
-0.056 -0.299 -0.017
-0.021 0.120 0.021
-0.116 -0.075 -0.044
0.147 0.079 -0.097
0.032 0.113 -0.010
-0.111 -0.037 -0.034

Properties
**Maximum force**: 7.000 eV/A
**Energy above the lowest of the compared OMol25 structures with the same formula, charge and spin**: 5.090 eV
**Lowest unoccupied orbital energy**: -0.92 eV
**Charge**: 0
**SMILES string**: C=C[C@](C#N)([C@H](C#N)/C(I)=C(/C)I)N(C(=O)F)C(=O)F.COCCOCCOC.COCCOCCOC